No. 1
A structure of composition C42H44N6NaO2S4SbSi at a distorted geometry, computed with the ωB97M-V functional and the def2-TZVPD basis.

As for the total energy: -119477.368 eV. Its HOMO-LUMO gap is 5.559 eV. Its net charge is -2.

Geometry as XYZ:
```
101
C42H44N6NaO2S4SbSi | the Open Molecules 2025 dataset | the ωB97M-V functional and the def2-TZVPD basis
Na -13.9243 -6.4448 16.5611
N -18.2005 -1.8464 13.5802
C -17.1079 -2.6259 13.3996
S -16.7957 -3.6117 14.7934
N -16.5801 -2.5253 12.2693
N -15.7827 -3.5767 11.8760
C -14.5826 -3.2678 11.6601
C -13.5261 -4.3202 11.6364
C -12.1804 -3.9543 11.9181
C -11.1711 -4.9430 11.9160
C -11.7011 -6.2280 11.7790
C -13.0640 -6.5378 11.6585
N -13.9334 -5.5617 11.4523
H -18.3219 -1.4236 14.4557
H -18.4358 -1.3042 12.7325
H -14.2417 -2.2235 11.6824
H -11.9299 -2.9185 12.0959
H -10.1505 -4.7127 12.1945
H -11.0649 -7.0518 11.8259
H -13.4834 -7.5134 11.6948
C -7.7627 -7.7019 16.2749
Si -8.5598 -7.8271 14.5968
C -8.2215 -6.2384 13.6794
C -7.4453 -9.0461 13.6351
C -10.4458 -8.3398 14.5212
C -10.7761 -9.4889 13.7889
C -12.1621 -9.7438 13.7308
C -13.0523 -9.0355 14.5131
N -12.7409 -7.9723 15.2694
C -11.4280 -7.5848 15.2436
S -10.9753 -6.2037 16.2271
H -8.2524 -8.4375 16.8730
H -7.9051 -6.6979 16.6178
H -6.7470 -7.8957 16.0191
H -7.1548 -6.0045 13.5729
H -8.8265 -5.4027 14.0196
H -8.5882 -6.3174 12.6239
H -6.4042 -8.8272 13.7731
H -7.5755 -8.8411 12.5294
H -7.6405 -10.1543 13.8619
H -10.0214 -9.9844 13.1738
H -12.5226 -10.5519 13.1441
H -14.0625 -9.3756 14.5278
C -20.8691 -3.6433 18.7156
C -20.3146 -4.5289 17.6864
C -19.6044 -5.6956 18.0525
C -19.1607 -6.5593 17.1017
C -19.3832 -6.2983 15.7593
C -20.0946 -5.2062 15.3224
C -20.5468 -4.3527 16.3034
S -18.8010 -7.5271 14.5958
C -17.0112 -7.4019 14.5590
O -19.0880 -8.8360 15.2683
H -20.4842 -3.7725 19.6598
H -21.9216 -3.7896 18.7388
H -20.6859 -2.5753 18.4348
H -19.2100 -5.6922 19.0525
H -18.6380 -7.4241 17.4627
H -20.3352 -5.0806 14.3074
H -21.1548 -3.4550 15.9683
H -16.6481 -7.5019 15.5473
H -16.8015 -6.4326 13.9993
H -16.7407 -8.3658 14.0597
O -16.8887 -6.8375 19.7495
C -16.2077 -6.9390 18.6965
N -15.6606 -7.0616 17.6789
S -14.7903 -4.0510 14.9078
Sb -13.3497 -0.1621 18.8378
C -14.4892 -1.8689 19.2392
C -15.3117 -2.4750 18.3238
C -16.2404 -3.4409 18.6674
C -16.2491 -3.8676 19.9737
C -15.5436 -3.2275 21.0102
C -14.6667 -2.2532 20.6255
C -13.9344 0.1893 16.7585
C -13.5264 -0.6763 15.7670
C -13.9337 -0.5229 14.4325
C -14.6367 0.6346 14.0769
C -15.0439 1.5259 15.0677
C -14.6818 1.3122 16.4063
C -11.5099 -1.0151 18.3171
C -10.3182 -0.3344 18.4537
C -9.1646 -0.8843 17.9276
C -9.1718 -2.1756 17.4264
C -10.3465 -2.9165 17.4270
C -11.5097 -2.3210 17.8585
H -15.2222 -2.1995 17.2757
H -16.8452 -3.9797 17.9217
H -16.9467 -4.7245 20.2834
H -15.6165 -3.4573 22.0079
H -14.1266 -1.6224 21.3259
H -13.1210 -1.6514 15.9507
H -13.7993 -1.3617 13.7390
H -14.9882 0.7447 13.0374
H -15.7202 2.3672 14.8117
H -14.9209 1.9892 17.2105
H -10.3282 0.6459 18.9403
H -8.2142 -0.3625 17.9460
H -8.2214 -2.5968 17.2330
H -10.4410 -3.9391 17.0665
H -12.4060 -2.8334 17.6424
```

---

No. 2
A structure of composition C42H45F3N2O2S4Zr, computed with the ωB97M-V functional and the def2-TZVPD basis.

As for the total energy: -104122.943 eV. Its HOMO-LUMO gap is 7.032 eV. Its net charge is +2.

Geometry as XYZ:
```
99
C42H45F3N2O2S4Zr | the Open Molecules 2025 dataset | the ωB97M-V functional and the def2-TZVPD basis
Zr -0.1544 0.1752 0.5758
C -2.0452 -3.9224 2.8060
C -0.8997 -3.3251 2.0384
C -1.0134 -3.1371 0.6533
C -2.2555 -3.6435 -0.0287
C 0.0842 -2.6473 -0.0780
C 0.1543 -2.8888 -1.5676
C 1.2320 -2.1732 0.6188
C 2.5502 -1.9938 -0.1225
C 1.2884 -2.3030 2.0301
C 2.4749 -1.7958 2.8101
C 0.2890 -3.0142 2.7042
C 0.5192 -3.5186 4.1040
H -3.0012 -3.5614 2.4310
H -1.9850 -3.6794 3.8635
H -2.0558 -5.0122 2.7138
H -2.2235 -3.5373 -1.1074
H -3.1418 -3.1181 0.3319
H -2.4039 -4.7020 0.1937
H -0.7506 -2.5815 -2.0901
H 0.2687 -3.9625 -1.7397
H 0.9920 -2.3823 -2.0298
H 2.4801 -1.3657 -1.0020
H 2.8857 -2.9829 -0.4459
H 3.3292 -1.5926 0.5171
H 3.2610 -2.5518 2.8801
H 2.1797 -1.5343 3.8249
H 2.9143 -0.9087 2.3567
H 0.0563 -2.8861 4.8604
H 1.5802 -3.5924 4.3282
H 0.0995 -4.5186 4.2057
C -2.3181 3.6921 -1.7346
C -1.8102 3.8704 -0.3145
S -1.7960 2.4240 0.7752
C -3.4633 1.7431 0.7178
C -3.7749 0.8066 -0.4477
S -2.4165 -0.3111 -0.9069
C -2.2593 -0.0799 -2.7056
C -2.3833 1.3183 -3.3004
S -1.2503 2.5922 -2.6908
H -2.3204 4.6750 -2.2080
H -3.3470 3.3373 -1.7525
H -2.3960 4.6264 0.2115
H -0.7720 4.2092 -0.3119
H -4.1727 2.5722 0.7324
H -3.5622 1.2175 1.6658
H -4.0305 1.3635 -1.3438
H -4.6354 0.1908 -0.1890
H -3.0118 -0.7274 -3.1587
H -1.2765 -0.4983 -2.9123
H -3.4008 1.7030 -3.2409
H -2.1799 1.2094 -4.3674
O -1.7146 -0.3874 2.1162
S -1.0402 0.0996 3.3798
O -0.9193 -0.8694 4.4149
N 0.2856 0.5930 2.6653
C 1.3155 1.4168 3.1324
C 1.7590 1.5746 4.4149
C 2.8125 2.4801 4.6771
C 3.3888 3.2035 3.6723
C 2.9380 3.0520 2.3366
C 3.4415 3.7907 1.2454
C 2.9084 3.5983 -0.0006
C 1.9029 2.6413 -0.1834
N 1.4085 1.9068 0.8068
C 1.9068 2.1370 2.0717
C -1.9622 1.4369 4.0490
C -3.1569 1.0805 4.6737
C -3.9303 2.0702 5.2538
C -3.4957 3.3906 5.2357
C -2.2916 3.7277 4.6340
C -1.5165 2.7508 4.0277
H 1.3074 1.0146 5.2248
H 3.1593 2.5970 5.6945
H 4.1891 3.9010 3.8810
H 4.2354 4.5098 1.4057
H 3.2580 4.1588 -0.8558
H 1.4940 2.4525 -1.1666
H -3.4661 0.0438 4.7156
H -4.8611 1.8090 5.7380
H -4.0933 4.1587 5.7081
H -1.9489 4.7534 4.6419
H -0.5799 3.0167 3.5593
F 3.3581 -0.4835 -8.4759
C 3.4163 0.6795 -7.8142
F 4.6882 1.0926 -7.8124
F 2.6984 1.5740 -8.5132
C 2.8701 0.5385 -6.4141
C 1.7189 -0.2137 -6.2167
C 1.1796 -0.3186 -4.9492
C 1.7881 0.3314 -3.8707
C 2.9517 1.0734 -4.0804
C 3.4904 1.1770 -5.3514
C 1.2117 0.2551 -2.5633
C 0.7215 0.2187 -1.4473
H 1.2541 -0.7177 -7.0534
H 0.2888 -0.9132 -4.7898
H 3.4324 1.5645 -3.2444
H 4.3923 1.7491 -5.5176
```

---

No. 3
A cluster of 2 separate species, C42H45N4O2P in total at a distorted geometry, computed with the ωB97M-V functional and the def2-TZVPD basis.

As for the total energy: -63625.865 eV. Its HOMO-LUMO gap is 6.047 eV. Its net charge is 0.

Geometry as XYZ:
```
94
C42H45N4O2P | the Open Molecules 2025 dataset | the ωB97M-V functional and the def2-TZVPD basis
C 0.0275 -4.7722 -3.8096
N -1.1034 -4.3074 -3.0304
C -2.3622 -4.9351 -3.3864
C -1.0175 -3.1600 -2.2870
C -2.1102 -2.6960 -1.5029
C -2.0410 -1.4677 -0.8710
C -0.8892 -0.6618 -0.9753
P -0.9165 0.9910 -0.2030
C 0.4249 1.8345 -1.1428
C 0.3278 2.2287 -2.4868
C 1.4056 2.7957 -3.1497
C 2.6488 2.9729 -2.4923
N 3.7368 3.4218 -3.1872
C 4.9738 3.8592 -2.5711
C 3.6847 3.6330 -4.6196
C 2.7200 2.6390 -1.1086
C 1.6307 2.0887 -0.4554
C -2.3629 1.6524 -1.1251
C -3.0705 2.7092 -0.5187
C -4.0960 3.3537 -1.1885
C -4.4402 2.9892 -2.5204
N -5.3557 3.7002 -3.2466
C -5.5486 3.4703 -4.6642
C -6.2667 4.6768 -2.6807
C -3.7658 1.8854 -3.1011
C -2.7610 1.2248 -2.4066
C 0.2427 -1.1805 -1.6266
C 0.1686 -2.3840 -2.3080
H 0.9585 -4.6797 -3.2380
H -0.1307 -5.8250 -4.0671
H 0.1389 -4.1978 -4.7455
H -3.2085 -4.4080 -2.9418
H -2.4805 -4.9368 -4.4819
H -2.3714 -5.9834 -3.0511
H -3.0132 -3.2982 -1.3968
H -2.8942 -1.1166 -0.2892
H -0.5996 2.1039 -3.0377
H 1.2876 3.1023 -4.1886
H 5.0031 3.6275 -1.5046
H 5.8160 3.3609 -3.0735
H 5.1063 4.9472 -2.7007
H 3.1466 2.8170 -5.1177
H 3.1870 4.5812 -4.8823
H 4.7146 3.6636 -4.9929
H 3.6424 2.7938 -0.5541
H 1.7069 1.8435 0.6041
H -2.7960 3.0195 0.4897
H -4.6148 4.1716 -0.6978
H -4.5893 3.2985 -5.1689
H -6.2000 2.6019 -4.8582
H -6.0236 4.3647 -5.0863
H -6.0668 4.8564 -1.6223
H -6.1677 5.6221 -3.2368
H -7.3105 4.3333 -2.7896
H -4.0279 1.5527 -4.1058
H -2.2771 0.3750 -2.8893
H 1.1780 -0.6253 -1.6391
H 1.0230 -2.7116 -2.9000
O 4.6025 1.9015 3.1610
C 4.7919 1.0478 4.0515
O 4.9959 1.0652 5.2792
C 4.6816 -0.4168 3.5187
C 5.4909 -1.4783 4.2812
C 4.4778 -2.1709 5.1174
C 3.1956 -1.6709 4.8251
C 2.0587 -2.1840 5.4396
C 2.2228 -3.2022 6.3859
C 3.4980 -3.7179 6.6682
C 4.6305 -3.2402 5.9923
N 3.2867 -0.6943 3.8338
C 2.3024 -0.1037 3.1441
C 0.9249 -0.2888 3.3828
C 0.0514 -0.9291 2.5232
C -1.2165 -1.4364 2.9910
C -1.8564 -2.5290 2.3470
C -3.1145 -2.9703 2.7469
C -3.7637 -2.3551 3.8309
C -3.1152 -1.3334 4.5378
C -1.8612 -0.8811 4.1285
H 4.8706 -0.4364 2.4412
H 5.9102 -2.1729 3.5397
H 6.3149 -1.0563 4.8651
H 1.0812 -1.7963 5.1709
H 1.3486 -3.6011 6.8996
H 3.6140 -4.5063 7.4165
H 5.6219 -3.6755 6.1321
H 2.6544 0.5736 2.3615
H 0.5530 0.0942 4.3401
H 0.3938 -1.2108 1.5210
H -1.3387 -3.0143 1.5146
H -3.5938 -3.7959 2.2171
H -4.7551 -2.6917 4.1425
H -3.5918 -0.8776 5.4084
H -1.3894 -0.0608 4.6729
```

---

The lowest net charge belongs to which entry? C42H44N6NaO2S4SbSi

---

Which of these has the highest net charge? C42H45F3N2O2S4Zr

---

Number 1 is which compound? C42H44N6NaO2S4SbSi